Density functional theory data (the ωB97M-V functional and the def2-TZVPD basis) for C32H20Cl6NO3PRe as an isolated structure.

Geometry (Å):
Re -0.12 1.64 -0.46
Cl 2.40 2.08 2.42
C 1.51 3.41 1.79
C 0.61 3.20 0.75
C -0.05 4.32 0.26
Cl -1.16 3.88 -1.02
C 0.14 5.61 0.69
Cl -0.68 6.92 -0.03
C 1.05 5.79 1.75
Cl 1.32 7.36 2.35
C 1.72 4.69 2.30
Cl 2.80 4.93 3.60
O 1.51 2.99 -2.35
N 1.70 1.95 -1.47
C 2.89 1.47 -1.35
C 3.33 0.42 -0.45
C 4.71 0.35 -0.25
C 5.26 -0.57 0.63
C 4.43 -1.45 1.30
C 3.06 -1.43 1.08
C 2.50 -0.50 0.22
P 0.73 -0.59 -0.16
C -0.11 -1.41 1.21
C -0.92 -2.54 1.08
C -1.51 -3.07 2.22
C -1.33 -2.47 3.46
C -0.57 -1.32 3.57
C 0.04 -0.78 2.45
C 0.67 -1.55 -1.70
C 0.78 -2.94 -1.68
C 0.68 -3.66 -2.86
C 0.51 -3.00 -4.07
C 0.46 -1.61 -4.10
C 0.53 -0.89 -2.93
H 2.35 3.27 -2.76
H 3.68 1.93 -1.94
H 5.37 1.04 -0.77
H 6.33 -0.60 0.79
H 4.85 -2.18 1.99
H 2.42 -2.14 1.59
H -1.11 -2.98 0.12
H -2.12 -3.96 2.13
H -1.80 -2.90 4.33
H -0.45 -0.84 4.53
H 0.63 0.12 2.52
H 0.96 -3.47 -0.75
H 0.74 -4.74 -2.84
H 0.41 -3.57 -4.98
H 0.35 -1.10 -5.05
H 0.45 0.19 -2.97
Cl -7.50 -2.46 -0.07
C -6.03 -1.60 -0.18
C -5.48 -1.04 0.97
C -4.29 -0.34 0.88
C -3.66 -0.20 -0.36
C -4.22 -0.76 -1.51
C -5.40 -1.46 -1.42
C -2.39 0.50 -0.45
O -1.90 1.16 0.54
O -1.66 0.47 -1.51
H -5.98 -1.15 1.91
H -3.85 0.11 1.76
H -3.72 -0.64 -2.46
H -5.85 -1.90 -2.30

Computed properties:
- E_LUMO (alpha / beta) (eV) = -6.6 / -8.2
- charge = +2
- ⟨S²⟩ = 3.788
- gap between HOMO and LUMO (alpha / beta) (eV) = 7.36 / 5.84
- energy above the lowest of the compared OMol25 structures with the same formula, charge and spin (eV) = 0.262
- multiplicity = 4

Density functional theory data (the ωB97M-V functional and the def2-TZVPD basis) for C32H21F7N5O9SW as an isolated structure.

Geometry (Å):
W 0.50 1.02 0.24
O 1.58 2.94 1.55
C 1.29 3.04 2.96
C 1.31 1.66 3.63
N 0.39 0.73 2.95
C 0.71 -0.68 3.19
C 0.78 -1.38 1.82
O 1.43 -2.37 1.60
O 0.08 -0.74 0.91
C -1.00 1.06 3.25
C -1.48 2.13 2.26
O -2.36 2.92 2.46
O -0.79 2.06 1.13
H 2.55 2.98 1.45
H 0.30 3.51 3.03
H 2.01 3.69 3.44
H 1.04 1.78 4.68
H 2.32 1.25 3.57
H -0.05 -1.19 3.79
H 1.67 -0.82 3.69
H -1.15 1.41 4.28
H -1.65 0.19 3.10
F 5.62 1.99 -1.90
C 4.30 1.92 -2.11
C 3.45 1.84 -1.02
C 2.05 1.78 -1.15
C 1.57 1.90 -2.49
C 2.45 1.89 -3.58
F 1.99 1.89 -4.83
C 3.82 1.88 -3.41
C 0.15 2.25 -2.59
C -0.58 2.39 -3.76
C -1.86 2.92 -3.71
C -2.35 3.35 -2.49
C -1.59 3.15 -1.35
N -0.39 2.56 -1.37
H 3.92 1.86 -0.04
H 4.49 1.89 -4.26
H -0.16 2.09 -4.71
H -2.44 3.02 -4.61
H -3.32 3.83 -2.42
H -1.94 3.49 -0.38
F 6.22 -2.99 -0.35
C 5.25 -2.18 0.03
C 4.11 -2.03 -0.77
F 3.98 -2.70 -1.90
C 3.13 -1.15 -0.35
F 1.95 -0.94 -1.05
C 3.23 -0.38 0.82
O 2.26 0.46 1.11
C 4.37 -0.57 1.60
F 4.47 0.14 2.74
C 5.38 -1.45 1.21
F 6.46 -1.58 1.95
O -6.72 -2.55 1.42
S -5.90 -3.51 2.13
O -4.81 -2.96 2.89
O -6.53 -4.69 2.63
C -5.05 -4.07 0.53
N -5.62 -4.92 -0.27
C -5.04 -5.05 -1.46
C -4.09 -4.14 -1.91
C -3.65 -3.19 -0.99
N -4.07 -3.26 0.30
C -2.76 -2.07 -1.21
C -1.60 -2.05 -1.99
C -0.74 -0.98 -1.91
N -0.93 0.10 -1.10
C -2.15 0.13 -0.45
C -3.04 -0.90 -0.46
H -5.41 -5.85 -2.09
H -3.77 -4.13 -2.94
H -1.35 -2.88 -2.63
H 0.15 -0.95 -2.54
H -2.41 1.06 0.06
H -3.95 -0.85 0.12

Computed properties:
- E_LUMO (eV) = -6.8
- charge = +1
- gap between HOMO and LUMO (eV) = 2.75
- energy above the lowest of the compared OMol25 structures with the same formula, charge and spin (eV) = 4.116

Density functional theory data (the ωB97M-V functional and the def2-TZVPD basis) for C32H22BrClIN3O4S2Zr as an isolated structure.

Geometry (Å):
Zr 0.08 -0.40 0.08
C 2.99 3.95 -3.64
S 3.36 2.40 -2.77
C 2.08 2.41 -1.54
S 0.79 3.45 -1.65
N 2.39 1.68 -0.49
N 1.59 1.20 0.42
C 1.98 1.22 1.68
C 1.21 0.56 2.67
C 1.64 0.47 4.02
C 0.89 -0.26 4.91
C -0.30 -0.85 4.49
C -0.70 -0.66 3.18
N 0.03 0.01 2.29
H 3.55 3.95 -4.57
H 3.28 4.78 -3.01
H 1.92 3.99 -3.84
H 2.91 1.72 1.95
H 2.55 0.96 4.32
H 1.22 -0.38 5.93
H -0.91 -1.43 5.16
H -1.64 -1.05 2.80
Cl -1.32 -1.27 -7.19
C -1.01 -0.77 -5.57
C -1.59 0.41 -5.08
C -1.38 0.82 -3.80
C -0.56 0.07 -2.90
O -0.35 0.48 -1.70
C 0.02 -1.13 -3.42
C 0.86 -1.91 -2.59
O 1.05 -1.71 -1.37
C -0.21 -1.53 -4.76
H -2.21 1.00 -5.75
H -1.81 1.74 -3.42
H 1.40 -2.75 -3.06
H 0.26 -2.43 -5.12
I -1.32 2.39 0.81
C -3.24 1.43 0.81
C -4.32 2.16 1.20
C -5.61 1.60 1.09
C -5.76 0.37 0.52
C -4.65 -0.38 0.08
C -4.81 -1.61 -0.58
C -3.72 -2.33 -0.99
C -2.42 -1.86 -0.72
C -2.17 -0.66 -0.07
C -3.32 0.12 0.28
H -4.19 3.16 1.58
H -6.46 2.18 1.41
H -6.75 -0.06 0.39
H -5.81 -1.97 -0.77
H -3.86 -3.26 -1.53
H -1.59 -2.51 -1.02
Br 4.86 -6.24 0.79
C 3.28 -5.52 1.58
C 2.59 -6.26 2.53
C 1.44 -5.73 3.09
C 0.97 -4.49 2.69
C 1.68 -3.76 1.74
C 2.84 -4.27 1.19
C 1.16 -2.45 1.22
O -0.08 -2.34 0.99
O 1.93 -1.50 1.00
H 2.94 -7.24 2.81
H 0.90 -6.31 3.83
H 0.07 -4.07 3.12
H 3.37 -3.69 0.44

Computed properties:
- E_LUMO (eV) = -1.1
- gap between HOMO and LUMO (eV) = 6.29
- energy above the lowest of the compared OMol25 structures with the same formula, charge and spin (eV) = 1.220

Density functional theory data (the ωB97M-V functional and the def2-TZVPD basis) for C32H22BrF4N6O5PS2SeTc as an isolated structure.

Geometry (Å):
Tc 0.09 0.23 0.35
S 0.47 -3.15 0.92
C 1.50 -2.08 1.68
N 1.66 -0.80 1.37
C 2.69 -0.21 2.09
C 3.14 1.11 2.00
C 4.21 1.51 2.76
C 4.85 0.62 3.64
C 4.42 -0.69 3.75
C 3.33 -1.09 2.98
S 2.57 -2.64 2.94
H 2.64 1.80 1.33
H 4.56 2.53 2.69
H 5.69 0.96 4.23
H 4.90 -1.38 4.43
F 3.94 -1.53 -6.26
C 3.05 -1.37 -5.30
C 1.70 -1.36 -5.59
F 1.29 -1.51 -6.84
C 0.77 -1.21 -4.57
F -0.50 -1.29 -4.95
C 1.14 -1.05 -3.23
P -0.19 -0.88 -1.95
C -1.38 0.19 -2.83
C -0.97 1.50 -3.08
C -1.80 2.40 -3.72
C -3.07 1.99 -4.11
C -3.48 0.69 -3.88
C -2.64 -0.21 -3.25
C -0.88 -2.56 -1.95
C -2.12 -2.80 -1.36
C -2.61 -4.09 -1.26
C -1.87 -5.16 -1.73
C -0.63 -4.94 -2.31
C -0.13 -3.64 -2.42
C 2.51 -1.10 -2.97
Br 3.22 -1.00 -1.23
C 3.45 -1.25 -3.98
F 4.75 -1.29 -3.71
H 0.02 1.82 -2.78
H -1.47 3.41 -3.91
H -3.74 2.69 -4.60
H -4.47 0.36 -4.19
H -2.97 -1.23 -3.11
H -2.72 -1.99 -0.97
H -3.58 -4.25 -0.80
H -2.25 -6.17 -1.65
H -0.03 -5.77 -2.67
H 0.84 -3.49 -2.85
O -3.98 -0.67 0.48
Se -2.66 0.04 1.02
O -1.87 0.98 -0.14
O -1.33 -1.02 1.19
O -2.85 0.86 2.40
N 0.04 1.38 2.02
C -0.51 1.82 2.94
N -0.94 2.39 4.03
C -0.40 1.93 5.32
C -1.43 1.03 5.98
O -2.64 1.73 6.16
C -3.21 2.09 4.91
C -2.28 3.00 4.12
H -0.25 2.82 5.94
H 0.55 1.44 5.16
H -1.08 0.72 6.97
H -1.59 0.14 5.36
H -4.13 2.62 5.12
H -3.43 1.20 4.32
H -2.16 3.96 4.63
H -2.66 3.16 3.11
N 1.24 1.56 -0.52
C 1.67 2.54 -1.04
N 2.24 3.49 -1.57
C 1.95 4.59 -2.22
N 1.77 5.57 -2.81

Computed properties:
- E_LUMO (alpha / beta) (eV) = -0.7 / -2.8
- ⟨S²⟩ = 3.797
- gap between HOMO and LUMO (alpha / beta) (eV) = 7.52 / 5.07
- multiplicity = 4

Density functional theory data (the ωB97M-V functional and the def2-TZVPD basis) for C32H22F2N3ORuS3 as an isolated structure.

Geometry (Å):
Ru 0.59 0.32 1.25
C -1.89 -3.10 2.54
C -0.89 -2.14 2.68
N -1.02 -0.90 2.21
C -2.15 -0.55 1.57
C -3.26 -1.42 1.48
C -3.09 -2.74 1.96
C -4.47 -0.94 0.94
C -4.56 0.34 0.43
C -3.46 1.19 0.44
C -2.24 0.78 1.01
N -1.09 1.49 1.07
C -0.90 2.83 1.07
C -1.88 3.85 1.11
C -1.51 5.17 1.05
C -0.18 5.55 0.94
C 0.84 4.58 0.95
C 2.21 4.89 0.83
C 3.13 3.85 0.82
C 2.71 2.55 0.99
N 1.40 2.22 1.16
C 0.47 3.22 1.07
H -1.72 -4.10 2.90
H 0.03 -2.39 3.17
H -3.91 -3.44 1.87
H -5.33 -1.60 0.92
H -5.48 0.69 0.00
H -3.53 2.15 -0.04
H -2.92 3.58 1.24
H -2.28 5.93 1.08
H 0.09 6.59 0.88
H 2.53 5.91 0.72
H 4.18 4.03 0.67
H 3.42 1.73 0.97
F 2.10 -1.53 2.75
C 2.33 -0.35 2.10
F 3.25 -0.65 1.13
H 2.83 0.31 2.84
O 0.36 -1.42 0.03
C 0.86 -1.74 -1.21
C -0.32 -1.90 -2.15
C -1.48 -1.18 -2.10
C -2.43 -1.60 -3.06
C -1.97 -2.62 -3.83
S -0.37 -3.09 -3.40
C 1.59 -3.05 -1.12
C 2.27 -3.77 -2.05
C 2.70 -5.02 -1.56
C 2.34 -5.22 -0.27
S 1.46 -3.89 0.38
C 1.75 -0.62 -1.69
C 1.45 0.72 -1.58
C 2.50 1.55 -2.04
C 3.56 0.84 -2.50
S 3.31 -0.86 -2.38
H -1.65 -0.40 -1.38
H -3.40 -1.16 -3.16
H -2.48 -3.15 -4.61
H 2.46 -3.43 -3.05
H 3.25 -5.73 -2.16
H 2.52 -6.08 0.34
H 0.48 1.09 -1.28
H 2.47 2.62 -2.01
H 4.47 1.20 -2.93

Computed properties:
- E_LUMO (alpha / beta) (eV) = -1.4 / -1.1
- ⟨S²⟩ = 1.143
- gap between HOMO and LUMO (alpha / beta) (eV) = 5.85 / 6.00
- energy above the lowest of the compared OMol25 structures with the same formula, charge and spin (eV) = 2.551
- multiplicity = 2

Density functional theory data (the ωB97M-V functional and the def2-TZVPD basis) for C32H23BrN5NaO2PSSe2 as an isolated structure.

Geometry (Å):
Na 0.42 1.24 0.93
S 4.91 0.29 1.59
C 4.15 1.08 3.01
C 4.98 1.55 4.02
C 4.39 2.13 5.13
C 3.01 2.25 5.18
C 2.27 1.77 4.12
N 2.83 1.19 3.05
H 6.05 1.45 3.94
H 5.01 2.49 5.95
H 2.52 2.70 6.04
H 1.19 1.85 4.08
Br -4.64 -5.17 -1.61
C -5.13 -3.99 -0.20
C -4.24 -3.75 0.83
C -4.59 -2.88 1.85
C -5.85 -2.26 1.85
C -6.74 -2.55 0.82
C -6.38 -3.39 -0.22
N -6.30 -1.53 2.95
N -5.62 -0.70 3.61
C -4.43 -0.12 3.21
C -3.59 0.24 4.27
C -2.32 0.74 4.09
C -1.80 1.00 2.80
O -0.66 1.49 2.62
C -2.69 0.71 1.67
N -2.20 1.03 0.46
C -2.98 0.88 -0.60
C -4.32 0.50 -0.50
C -4.83 0.19 0.74
C -4.00 0.20 1.87
H -3.27 -4.23 0.83
H -3.90 -2.69 2.66
H -7.72 -2.08 0.82
H -7.06 -3.59 -1.03
H -3.96 0.03 5.27
H -1.69 0.95 4.95
H -2.53 1.11 -1.56
H -4.95 0.47 -1.38
H -5.88 -0.04 0.83
Se 3.29 -0.71 0.57
P 2.07 0.19 -2.05
Se 0.07 -0.45 -1.91
C 2.26 1.65 -3.12
C 3.54 2.17 -3.34
C 3.72 3.22 -4.21
C 2.63 3.77 -4.87
C 1.36 3.28 -4.65
C 1.17 2.21 -3.77
C 3.15 -1.05 -2.85
C 2.59 -2.02 -3.67
C 3.39 -2.97 -4.29
C 4.76 -2.96 -4.09
C 5.33 -1.99 -3.28
C 4.53 -1.04 -2.65
H 4.38 1.75 -2.81
H 4.72 3.61 -4.38
H 2.77 4.59 -5.57
H 0.50 3.71 -5.15
H 0.18 1.81 -3.59
H 1.51 -2.03 -3.82
H 2.94 -3.73 -4.91
H 5.39 -3.70 -4.56
H 6.40 -1.96 -3.12
H 4.98 -0.31 -1.99
O 2.00 1.65 -0.20
N 2.90 0.72 -0.67

Computed properties:
- E_LUMO (eV) = 2.1
- charge = -1
- gap between HOMO and LUMO (eV) = 6.53
- energy above the lowest of the compared OMol25 structures with the same formula, charge and spin (eV) = 0.437

Density functional theory data (the ωB97M-V functional and the def2-TZVPD basis) for C32H23F12N3O2S3SbSn as an isolated structure.

Geometry (Å):
Sn -0.21 0.86 -0.41
C -1.33 -6.34 0.52
C -1.12 -4.87 0.63
C -1.43 -4.19 1.78
C -1.17 -2.83 1.88
C -0.63 -2.07 0.86
N -0.44 -0.72 1.06
C -1.06 -0.16 2.19
C -0.42 -0.14 3.43
C -1.01 0.31 4.60
C -2.22 0.96 4.51
C -2.91 1.62 5.69
C -2.85 0.99 3.29
C -2.31 0.48 2.10
C -3.09 0.59 0.75
O -2.34 0.68 -0.39
C -4.02 1.81 0.79
F -5.08 1.63 1.63
F -3.41 2.92 1.20
F -4.63 2.15 -0.38
C -4.02 -0.67 0.48
F -5.03 -0.87 1.36
F -4.63 -0.56 -0.73
F -3.32 -1.80 0.50
C -0.37 -2.75 -0.36
C -0.60 -4.13 -0.40
C 0.10 -2.09 -1.62
O 0.43 -0.78 -1.57
C -0.99 -2.26 -2.69
F -2.04 -1.52 -2.38
F -0.55 -1.83 -3.93
F -1.45 -3.48 -2.90
C 1.43 -2.77 -1.98
F 2.21 -2.77 -0.90
F 2.14 -2.10 -2.93
F 1.39 -4.05 -2.47
H -0.92 -6.86 1.38
H -2.41 -6.65 0.50
H -0.83 -6.74 -0.39
H -1.84 -4.74 2.62
H -1.35 -2.30 2.81
H 0.56 -0.59 3.49
H -0.45 0.29 5.55
H -2.42 1.28 6.62
H -2.83 2.67 5.60
H -3.97 1.39 5.70
H -3.78 1.52 3.29
H -0.39 -4.61 -1.33
S 3.18 4.73 1.72
Sb 1.87 3.03 2.37
S 2.74 0.89 2.23
S 0.00 3.06 0.78
C 3.08 0.65 -1.15
N 1.80 1.42 -1.33
C 1.68 2.21 -2.32
C 0.36 2.65 -2.73
C -0.07 3.47 -3.71
C -1.47 3.39 -3.70
C -1.80 2.50 -2.69
N -0.69 2.02 -2.15
C 4.29 1.40 -1.61
C 5.17 0.85 -2.52
C 6.38 1.47 -2.80
C 6.69 2.63 -2.11
C 5.82 3.18 -1.19
C 4.61 2.56 -0.94
H 2.93 -0.30 -1.64
H 3.23 0.44 -0.10
H 2.54 2.49 -2.89
H 0.50 4.20 -4.25
H -2.14 3.93 -4.37
H -2.77 2.15 -2.32
H 4.94 -0.07 -3.06
H 7.06 1.00 -3.49
H 7.65 3.10 -2.30
H 6.08 4.06 -0.62
H 3.95 2.97 -0.17

Computed properties:
- E_LUMO (alpha / beta) (eV) = 4.4 / 3.4
- charge = -2
- ⟨S²⟩ = 0.762
- gap between HOMO and LUMO (alpha / beta) (eV) = 6.57 / 5.98
- multiplicity = 2

What are the max |F| values for these records? In order: 1.11 3.64 2.02 1.97 2.69 1.54 2.50 eV/Å.